[1]
{
  "formula": "C33H68O23Zn",
  "method": "ωB97M-V/def2-TZVPD",
  "species": ["Zn", "O", "H", "O", "H", "C", "O", "C", "O", "O", "C", "H", "H", "H", "H", "H", "H", "C", "O", "C", "O", "O", "C", "H", "H", "H", "H", "H", "H", "C", "O", "C", "O", "O", "C", "H", "H", "H", "H", "H", "H", "C", "O", "C", "O", "O", "C", "H", "H", "H", "H", "H", "H", "C", "O", "C", "O", "O", "C", "H", "H", "H", "H", "H", "H", "C", "C", "O", "C", "H", "H", "H", "H", "H", "H", "C", "C", "O", "C", "H", "H", "H", "H", "H", "H", "C", "C", "O", "C", "H", "H", "H", "H", "H", "H", "C", "C", "O", "C", "H", "H", "H", "H", "H", "H", "C", "C", "O", "C", "H", "H", "H", "H", "H", "H", "C", "C", "O", "C", "H", "H", "H", "H", "H", "H"],
  "positions_angstrom": [[-0.3305, 0.0276, -0.0537], [1.5189, -0.3095, -0.0972], [2.3928, -0.5166, -0.4818], [-2.2220, 0.4398, -0.2721], [-3.1607, 0.6617, -0.4273], [5.5707, 4.6613, 4.6535], [5.5341, 3.5474, 3.7163], [4.3940, 3.0775, 3.2855], [3.2261, 3.4662, 3.6340], [4.6308, 2.1002, 2.3978], [3.5920, 1.4512, 1.6416], [4.9979, 5.4320, 4.1378], [6.6072, 4.9666, 4.7969], [5.0199, 4.3793, 5.5508], [3.1773, 1.9995, 0.7958], [2.7465, 1.1295, 2.2496], [4.0734, 0.5750, 1.2072], [1.1088, -3.8576, 1.2101], [-0.2862, -3.8634, 1.4082], [-1.0630, -2.9640, 0.7552], [-0.6074, -2.0627, 0.0188], [-2.3012, -3.0597, 1.1987], [-3.2846, -2.3192, 0.5380], [1.4362, -4.2916, 0.2653], [1.5126, -4.3022, 2.1197], [1.4374, -2.8189, 1.1741], [-4.2418, -2.8358, 0.6086], [-3.0929, -2.1779, -0.5257], [-3.4762, -1.3683, 1.0351], [0.7400, 3.9556, 1.4938], [0.6112, 4.1695, 0.1111], [0.1980, 3.1793, -0.7268], [0.0550, 1.9981, -0.4358], [0.0674, 3.6899, -1.9628], [-0.4410, 2.9330, -3.0508], [1.4026, 4.6801, 1.9672], [1.2358, 3.0195, 1.7509], [-0.1948, 4.0574, 2.0451], [0.3263, 2.2216, -3.3561], [-0.6797, 3.3142, -4.0437], [-1.3403, 2.3608, -2.8228], [4.3029, 2.7799, -7.1958], [3.4521, 2.4308, -6.1029], [3.9203, 2.1022, -4.8892], [5.0743, 2.0809, -4.5448], [2.8146, 1.6851, -4.2043], [2.8732, 1.0085, -2.9832], [5.1098, 3.4596, -6.9221], [3.7282, 3.2663, -7.9840], [4.8583, 1.8846, -7.4754], [3.3249, 1.6509, -2.2273], [3.3676, 0.0385, -2.9309], [1.8494, 0.8427, -2.6478], [-5.4942, 4.4491, 4.9532], [-5.3697, 4.3453, 3.5383], [-4.2078, 3.9110, 3.0228], [-3.2287, 3.5577, 3.7026], [-4.3467, 3.8128, 1.6844], [-3.3024, 3.2488, 0.9030], [-4.6310, 4.9539, 5.3872], [-5.5275, 3.4711, 5.4332], [-6.4171, 4.9731, 5.2017], [-2.9554, 2.2569, 1.1924], [-2.4864, 3.9487, 0.7229], [-3.8042, 3.0556, -0.0452], [0.8561, -3.0914, 5.0412], [1.9859, -2.2555, 4.4895], [2.8924, -2.7407, 3.8969], [1.8900, -0.7698, 4.7468], [0.6233, -2.7117, 6.0361], [1.0663, -4.1555, 4.9340], [-0.0210, -2.8441, 4.4432], [2.9024, -0.5055, 5.0520], [1.2333, -0.5467, 5.5877], [1.4709, -0.2723, 3.8722], [-2.6949, 0.3029, 3.2160], [-1.2584, 0.8039, 3.1703], [-0.5656, 0.4962, 2.1697], [-0.6937, 1.6408, 4.3119], [-3.2218, 0.8701, 3.9834], [-2.6364, -0.7178, 3.5939], [-3.2033, 0.4046, 2.2572], [0.0600, 2.3235, 3.9195], [-0.4065, 1.0036, 5.1484], [-1.4939, 2.2194, 4.7733], [-1.9769, -4.6735, -2.6832], [-0.9117, -5.6435, -3.1870], [0.1362, -5.2400, -3.6420], [-1.3207, -7.1177, -3.2094], [-2.7465, -5.1242, -2.0566], [-2.2842, -4.2506, -3.6396], [-1.5306, -3.8465, -2.1309], [-0.3917, -7.6868, -3.2418], [-1.9590, -7.4396, -4.0322], [-1.8577, -7.3442, -2.2883], [0.8185, -1.6299, -3.8284], [-0.4221, -0.9237, -3.3328], [-0.2870, -0.2607, -2.3314], [-1.7241, -1.1687, -4.0241], [1.1955, -0.9380, -4.5816], [0.6480, -2.6400, -4.2008], [1.5895, -1.6918, -3.0604], [-2.3503, -1.6854, -3.2967], [-1.5811, -1.6981, -4.9660], [-2.1107, -0.1781, -4.2638], [-6.4191, -1.0424, -4.4106], [-6.3190, -0.5415, -2.9347], [-7.2078, -0.9169, -2.1343], [-5.1345, 0.3226, -2.5935], [-7.3046, -1.6739, -4.4838], [-5.6114, -1.7454, -4.6141], [-6.4099, -0.1788, -5.0757], [-4.2008, -0.0546, -3.0108], [-5.0881, 0.3478, -1.5048], [-5.3475, 1.3367, -2.9314], [4.0616, -2.3814, -0.8265], [4.9902, -2.8281, 0.3526], [5.7404, -3.8015, 0.2102], [4.8210, -2.1325, 1.6502], [4.1550, -3.0359, -1.6931], [4.3449, -1.4031, -1.2148], [3.0685, -2.4576, -0.3839], [5.0738, -2.8655, 2.4163], [3.7642, -1.8935, 1.7689], [5.5094, -1.2876, 1.6685]],
  "de_lowest_ev": 0.000,
  "homo_ev": -8.25,
  "total_charge": 0,
  "lumo_ev": 0.301
}

***

[2]
{
  "formula": "C4H9NO2",
  "method": "ωB97M-V/def2-TZVPD",
  "species": ["C", "C", "C", "O", "C", "N", "O", "H", "H", "H", "H", "H", "H", "H", "H", "H"],
  "positions_angstrom": [[-1.8054, -0.3401, -0.6729], [-1.3711, 0.9054, 0.0993], [-0.1814, 0.6656, 1.0166], [1.0328, 0.5653, 0.2583], [1.5888, -0.6610, 0.1484], [2.8061, -0.5549, -0.4629], [1.1038, -1.6961, 0.5531], [-2.2273, -1.0869, 0.0083], [-2.5585, -0.0989, -1.4329], [-0.9561, -0.8134, -1.1767], [-1.1163, 1.7169, -0.5939], [-2.2022, 1.2631, 0.7216], [-0.0327, 1.5131, 1.6945], [-0.3067, -0.2512, 1.5997], [3.2091, -1.4175, -0.7912], [3.0173, 0.2906, -0.9692]],
  "smiles": "CCCOC(N)=O",
  "de_lowest_ev": 0.170,
  "homo_ev": -10.41,
  "total_charge": 0,
  "lumo_ev": 0.915
}

***

[3]
{
  "formula": "C10H17GaNO",
  "method": "ωB97M-V/def2-TZVPD",
  "species": ["N", "C", "C", "C", "Ga", "C", "O", "C", "C", "C", "C", "C", "C", "H", "H", "H", "H", "H", "H", "H", "H", "H", "H", "H", "H", "H", "H", "H", "H", "H"],
  "positions_angstrom": [[-2.8698, -2.5780, 1.0960], [-1.4294, -2.7701, 0.8467], [-1.1332, -2.9937, -0.6297], [0.3472, -2.6718, -0.9268], [0.7320, -0.7241, -1.4157], [-0.9345, 0.4476, -1.0675], [-0.7493, 1.9072, -1.0824], [0.2573, 2.3614, -0.2853], [1.2712, 3.1388, -0.8524], [2.2775, 3.6452, -0.0411], [2.2857, 3.3853, 1.3246], [1.2615, 2.6223, 1.8930], [0.2479, 2.1239, 1.0864], [-3.1392, -1.6185, 0.9429], [-3.1367, -2.8675, 2.0235], [-0.8367, -1.9262, 1.2092], [-1.1092, -3.6361, 1.4216], [-1.8272, -2.4078, -1.2263], [-1.3177, -4.0527, -0.8268], [0.7287, -3.2963, -1.7345], [0.9279, -2.9546, -0.0461], [2.0591, -0.2479, -0.6214], [1.0695, -0.5891, -3.0024], [-1.6108, 0.2805, -1.9043], [-1.5081, 0.1862, -0.1698], [1.2482, 3.2921, -1.9193], [3.0734, 4.2203, -0.4920], [3.0926, 3.7762, 1.9283], [1.2646, 2.4168, 2.9515], [-0.5426, 1.5309, 1.5202]],
  "de_lowest_ev": 0.694,
  "homo_ev": -4.56,
  "total_charge": -1,
  "lumo_ev": 3.471
}

***

[4]
{
  "formula": "C18H24N4O4S2",
  "method": "ωB97M-V/def2-TZVPD",
  "species": ["C", "C", "N", "C", "C", "O", "N", "C", "C", "C", "C", "C", "S", "C", "C", "C", "C", "S", "O", "O", "N", "C", "C", "O", "C", "C", "C", "N", "H", "H", "H", "H", "H", "H", "H", "H", "H", "H", "H", "H", "H", "H", "H", "H", "H", "H", "H", "H", "H", "H", "H", "H"],
  "positions_angstrom": [[2.9575, 3.2926, -1.7883], [2.8776, 1.8800, -1.2121], [2.1114, 1.8340, 0.0157], [2.8726, 1.9501, 1.2465], [3.4818, 0.5732, 1.5264], [4.6230, 0.2869, 1.2303], [2.5843, -0.2847, 2.0542], [2.7614, -1.7182, 1.8862], [2.2376, -2.0948, 0.5377], [2.9177, -2.1299, -0.6402], [2.0722, -2.3343, -1.7538], [0.7643, -2.4271, -1.4045], [0.5297, -2.2763, 0.2875], [0.7899, 1.5542, 0.0520], [-0.0299, 1.6051, -1.0981], [-1.3845, 1.4421, -0.9486], [-1.9068, 1.2003, 0.3174], [-3.6741, 1.1947, 0.5674], [-3.9168, 1.5624, 1.9317], [-4.2540, 1.9801, -0.4841], [-4.3209, -0.3388, 0.3897], [-4.0075, -1.2916, 1.4240], [-2.7716, -2.1306, 1.0255], [-2.1577, -1.5857, -0.1214], [-3.0100, -1.6216, -1.2436], [-4.3355, -0.8795, -0.9443], [-1.0346, 1.1045, 1.3801], [0.2699, 1.2661, 1.2598], [1.9648, 3.6761, -2.0100], [3.5443, 3.2869, -2.7027], [3.4318, 3.9653, -1.0784], [2.4378, 1.1939, -1.9404], [3.8832, 1.5162, -0.9854], [3.6662, 2.6854, 1.1034], [2.2069, 2.2606, 2.0514], [1.6244, 0.0523, 2.1012], [2.2307, -2.2392, 2.6849], [3.8318, -1.9273, 1.9473], [3.9841, -2.0112, -0.7074], [2.4255, -2.4069, -2.7671], [-0.0886, -2.5831, -2.0341], [0.3868, 1.8108, -2.0692], [-2.0589, 1.5349, -1.7858], [-3.8327, -0.7091, 2.3277], [-4.8797, -1.9350, 1.5829], [-3.0578, -3.1739, 0.8258], [-2.0055, -2.1172, 1.8012], [-3.2091, -2.6679, -1.5234], [-2.4519, -1.1391, -2.0478], [-4.4893, -0.0346, -1.6145], [-5.1898, -1.5590, -1.0304], [-1.4023, 0.9079, 2.3774]],
  "smiles": "CCN(CC(=O)NCc1cccs1)c1ccc(S(=O)(=O)N2CCOCC2)cn1",
  "de_lowest_ev": 0.526,
  "homo_ev": -8.28,
  "total_charge": 0,
  "lumo_ev": 0.496
}

***

Q: What is the formula in the third record?
A: C10H17GaNO

***

Q: Number 2 is which compound?
A: C4H9NO2